ORCA calculation (ωB97M-V/def2-TZVPD) on an isolated ion of composition C2H5N4 and charge +1.

Computed properties:
Energy above the lowest of the compared OMol25 structures with the same formula, charge and spin (kcal per mole): 95.1
SMILES: [H]/N=N/C=[NH+]/N=C
HOMO-LUMO gap (hartree): 0.3043
HOMO energy (eV): -14.198

The geometry in ORCA input format:
```
! wB97M-V def2-TZVPD RIJCOSX def2/J DEFGRID3
* xyz 1 1
H 4.08 -0.23 0.27
N 3.46 0.11 -0.36
N 2.38 0.14 0.13
C 1.17 0.49 0.09
N 0.00 -0.21 0.04
N -1.04 0.65 0.05
C -2.27 0.25 -0.32
H 0.97 1.61 0.33
H -0.30 -1.19 -0.23
H -3.00 0.99 -0.55
H -2.50 -0.81 -0.53
*
```



ORCA calculation (ωB97M-V/def2-TZVPD) on a 17-piece molecular cluster, C72H160Cl18O33 overall.

Computed properties:
HOMO-LUMO gap (hartree): 0.3430
HOMO energy (eV): -9.110

The geometry in ORCA input format:
```
! wB97M-V def2-TZVPD RIJCOSX def2/J DEFGRID3
* xyz 0 1
C 12.59 17.80 23.96
O 11.48 17.41 23.22
C 11.61 17.41 21.78
C 10.40 16.85 21.18
O 10.53 15.43 21.17
C 9.40 14.73 20.67
C 9.26 13.29 21.16
O 10.16 12.46 20.48
C 10.20 11.11 20.82
H 12.54 18.85 24.30
H 13.54 17.58 23.48
H 12.52 17.30 24.96
H 12.51 16.92 21.43
H 11.75 18.45 21.50
H 10.49 17.16 20.14
H 9.51 17.27 21.62
H 9.37 14.82 19.56
H 8.52 15.24 21.05
H 8.20 13.02 20.99
H 9.42 13.28 22.26
H 9.27 10.54 20.64
H 10.49 11.08 21.85
H 10.98 10.71 20.14
C 10.82 21.81 22.93
O 11.50 22.57 23.92
C 11.15 22.18 25.22
C 11.95 22.99 26.17
O 13.32 22.64 26.19
C 14.11 23.29 25.17
C 15.15 24.18 25.79
O 15.97 24.77 24.77
C 17.00 25.59 25.36
H 9.71 21.99 23.06
H 10.97 20.69 22.98
H 11.17 22.25 22.01
H 11.34 21.12 25.38
H 10.07 22.39 25.41
H 11.64 22.79 27.20
H 11.84 24.05 25.93
H 13.45 23.87 24.53
H 14.59 22.59 24.54
H 15.77 23.55 26.50
H 14.72 24.97 26.45
H 17.60 26.02 24.54
H 17.62 25.00 26.04
H 16.56 26.40 25.97
C 10.99 26.27 14.10
O 10.93 25.79 15.40
C 12.19 25.82 15.93
C 12.22 25.11 17.31
O 11.82 23.76 17.35
C 11.91 23.13 18.59
C 11.40 21.74 18.39
O 12.39 20.87 17.92
C 12.17 19.49 18.33
H 11.60 25.62 13.46
H 11.41 27.25 13.98
H 9.94 26.16 13.76
H 12.60 26.82 16.19
H 12.89 25.31 15.22
H 11.73 25.70 18.04
H 13.31 25.18 17.58
H 11.25 23.69 19.30
H 12.94 23.20 19.00
H 10.55 21.84 17.68
H 11.06 21.36 19.36
H 13.03 18.92 17.98
H 11.38 19.07 17.73
H 12.00 19.37 19.41
C 13.10 22.01 14.70
O 12.91 20.79 14.09
C 12.54 19.72 14.90
C 12.23 18.61 13.94
O 13.44 18.16 13.39
C 13.19 17.46 12.23
C 14.35 16.51 11.91
O 14.17 15.33 12.62
C 15.24 14.40 12.48
H 13.79 22.07 15.55
H 12.15 22.29 15.10
H 13.43 22.68 13.94
H 11.69 20.04 15.55
H 13.39 19.42 15.51
H 11.57 19.01 13.14
H 11.71 17.73 14.33
H 13.09 18.11 11.34
H 12.30 16.79 12.25
H 15.29 17.00 12.12
H 14.26 16.27 10.82
H 15.35 14.12 11.42
H 14.92 13.54 13.07
H 16.15 14.87 12.90
C 17.27 12.79 19.17
O 17.47 12.72 17.78
C 16.34 13.26 17.06
C 16.79 14.27 16.03
O 17.23 15.40 16.75
C 17.88 16.48 16.10
C 18.14 17.58 17.13
O 16.94 17.96 17.72
C 16.10 18.64 16.74
H 18.08 12.17 19.61
H 16.35 12.27 19.48
H 17.36 13.85 19.50
H 15.69 13.73 17.81
H 15.74 12.49 16.57
H 15.91 14.52 15.39
H 17.56 13.89 15.35
H 17.26 16.84 15.26
H 18.87 16.22 15.70
H 18.62 18.44 16.65
H 18.76 17.23 17.97
H 15.42 19.23 17.28
H 15.54 17.92 16.10
H 16.73 19.28 16.10
C 15.41 20.10 25.89
O 15.12 18.71 26.17
C 16.07 17.94 25.43
C 15.80 16.45 25.51
O 15.96 15.86 26.81
C 14.91 16.06 27.79
C 15.48 15.89 29.18
O 15.70 14.52 29.45
C 16.31 14.40 30.69
H 15.37 20.16 24.82
H 16.47 20.29 26.13
H 14.76 20.79 26.36
H 17.09 18.13 25.73
H 15.97 18.23 24.41
H 16.54 16.02 24.84
H 14.80 16.28 25.12
H 14.03 15.42 27.63
H 14.55 17.09 27.66
H 14.81 16.27 29.92
H 16.43 16.41 29.12
H 15.64 14.68 31.52
H 17.19 15.05 30.80
H 16.59 13.35 30.86
C 22.76 16.70 18.56
O 21.72 15.83 18.28
C 21.47 14.96 19.34
C 20.57 13.77 18.96
O 21.36 12.73 18.31
C 20.58 11.60 17.78
C 21.38 10.96 16.69
O 21.50 11.78 15.57
C 20.34 11.94 14.79
H 22.62 17.33 19.43
H 22.84 17.42 17.76
H 23.72 16.22 18.63
H 20.92 15.46 20.13
H 22.43 14.56 19.69
H 19.66 13.99 18.35
H 20.25 13.41 19.95
H 19.63 12.01 17.42
H 20.44 10.80 18.53
H 20.92 9.98 16.43
H 22.41 10.87 17.06
H 19.51 12.42 15.31
H 19.99 11.01 14.30
H 20.63 12.71 14.07
C 17.47 29.46 24.66
O 18.72 29.58 24.00
C 19.70 28.55 24.30
C 20.44 28.76 25.61
O 19.74 28.21 26.78
C 19.79 26.75 26.78
C 19.43 26.13 28.12
O 19.44 24.72 27.95
C 18.82 24.14 29.09
H 17.17 28.43 24.68
H 16.76 30.09 24.12
H 17.61 29.77 25.68
H 20.50 28.62 23.53
H 19.26 27.56 24.25
H 20.61 29.78 25.89
H 21.46 28.29 25.63
H 20.81 26.49 26.45
H 19.18 26.34 25.97
H 18.48 26.56 28.45
H 20.12 26.34 28.92
H 17.82 24.58 29.27
H 19.40 24.31 29.99
H 18.71 23.04 28.92
C 20.97 20.18 18.53
O 21.89 20.40 19.56
C 21.39 21.16 20.60
C 20.12 20.67 21.21
O 19.87 21.48 22.30
C 18.60 21.34 22.89
C 18.61 21.93 24.27
O 19.12 21.05 25.22
C 19.08 21.68 26.49
H 21.57 19.60 17.86
H 20.58 21.13 18.09
H 20.18 19.52 18.90
H 21.27 22.20 20.22
H 22.23 21.20 21.31
H 20.35 19.58 21.40
H 19.32 20.77 20.48
H 18.40 20.29 22.97
H 17.88 21.79 22.19
H 17.54 22.07 24.59
H 19.16 22.91 24.24
H 19.49 20.99 27.22
H 18.05 22.00 26.77
H 19.66 22.63 26.50
C 15.17 25.43 19.78
O 15.01 24.09 19.98
C 14.97 23.76 21.34
C 14.84 22.28 21.49
O 15.87 21.54 20.90
C 15.42 20.24 20.53
C 15.34 19.29 21.70
O 15.13 18.03 21.16
C 16.23 17.19 20.86
H 14.50 26.11 20.37
H 15.04 25.66 18.69
H 16.19 25.74 20.01
H 14.08 24.26 21.75
H 15.74 24.25 21.95
H 13.94 21.94 20.96
H 14.82 22.03 22.53
H 15.95 19.99 19.63
H 14.39 20.36 20.20
H 14.53 19.58 22.37
H 16.32 19.24 22.20
H 16.03 16.14 21.12
H 17.10 17.55 21.40
H 16.52 17.26 19.84
C 13.42 28.96 18.94
O 14.48 28.47 19.70
C 15.09 29.33 20.66
C 16.21 28.60 21.29
O 17.30 28.38 20.37
C 18.61 28.37 20.79
C 19.02 26.92 21.04
O 18.18 26.41 22.06
C 18.50 25.04 22.22
H 13.02 28.02 18.56
H 13.66 29.63 18.10
H 12.71 29.51 19.60
H 14.35 29.56 21.47
H 15.42 30.23 20.15
H 15.80 27.65 21.72
H 16.67 29.12 22.16
H 18.69 28.83 21.78
H 19.24 28.93 20.09
H 20.04 26.85 21.40
H 18.91 26.32 20.11
H 19.61 24.85 22.40
H 18.13 24.56 21.30
H 17.93 24.67 23.13
C 17.86 11.82 22.93
Cl 19.36 11.28 22.09
Cl 16.68 10.45 22.65
Cl 17.25 13.37 22.21
H 18.06 11.94 23.96
C 13.24 13.72 21.08
Cl 13.91 14.39 22.60
Cl 14.00 12.18 20.88
Cl 13.64 14.86 19.78
H 12.15 13.61 21.25
C 11.94 26.92 22.67
Cl 10.67 26.40 23.72
Cl 11.69 26.27 20.98
Cl 13.45 26.48 23.41
H 11.88 27.96 22.57
C 20.14 15.31 25.31
Cl 20.43 14.31 23.85
Cl 18.98 14.61 26.42
Cl 19.62 16.92 24.83
H 21.10 15.33 25.80
C 16.57 28.53 17.11
Cl 16.59 30.33 17.07
Cl 18.13 27.90 16.68
Cl 15.29 27.90 16.05
H 16.30 28.23 18.12
C 17.20 22.95 18.39
Cl 17.68 21.24 18.26
Cl 16.05 23.28 17.07
Cl 18.62 24.02 18.32
H 16.69 23.06 19.30
*
```



ORCA calculation (ωB97M-V/def2-TZVPD) on one molecule with the formula C23H28BrNO6.

Computed properties:
Energy above the lowest of the compared OMol25 structures with the same formula, charge and spin (kcal per mole): 1.6
SMILES: CCCCCCOC(=O)c1ccc(NC(=O)c2cc(OC)c(OC)c(OC)c2Br)cc1
HOMO-LUMO gap (hartree): 0.3302
HOMO energy (eV): -8.582

The geometry in ORCA input format:
```
! wB97M-V def2-TZVPD RIJCOSX def2/J DEFGRID3
* xyz 0 1
C 2.27 4.74 -1.18
C 3.43 5.38 -0.43
C 2.93 6.24 0.74
C 4.06 6.95 1.50
C 5.06 6.02 2.19
C 4.46 5.17 3.31
O 3.55 4.18 2.83
C 4.08 3.12 2.21
O 5.27 2.91 2.12
C 3.04 2.23 1.63
C 3.44 1.16 0.84
C 2.52 0.33 0.25
C 1.16 0.56 0.45
N 0.16 -0.24 -0.11
C 0.29 -1.36 -0.87
O 1.34 -1.83 -1.25
C -1.02 -1.98 -1.27
C -1.17 -2.32 -2.61
C -2.30 -2.96 -3.09
O -2.30 -3.20 -4.42
C -3.50 -3.48 -5.11
C -3.31 -3.33 -2.18
O -4.38 -4.13 -2.59
C -4.12 -5.51 -2.42
C -3.21 -2.95 -0.84
O -4.13 -3.20 0.12
C -5.50 -3.33 -0.20
C -2.06 -2.28 -0.40
Br -2.01 -1.88 1.45
C 0.75 1.62 1.26
C 1.68 2.45 1.84
H 2.64 4.13 -2.00
H 1.60 5.50 -1.58
H 1.70 4.10 -0.51
H 4.01 6.00 -1.11
H 4.08 4.59 -0.06
H 2.26 7.00 0.34
H 2.36 5.62 1.42
H 3.61 7.60 2.25
H 4.61 7.58 0.80
H 5.54 5.37 1.46
H 5.84 6.64 2.64
H 3.87 5.78 4.00
H 5.27 4.66 3.85
H 4.50 1.00 0.69
H 2.83 -0.50 -0.37
H -0.78 0.06 0.13
H -0.37 -2.09 -3.30
H -3.79 -4.53 -5.02
H -4.32 -2.86 -4.77
H -3.28 -3.26 -6.16
H -3.94 -5.76 -1.36
H -3.26 -5.83 -3.01
H -5.02 -6.03 -2.76
H -5.79 -2.65 -1.00
H -6.03 -3.07 0.72
H -5.75 -4.35 -0.48
H -0.30 1.79 1.43
H 1.36 3.27 2.47
*
```